1.
Here is an isolated molecule of C29H25F5N4O5 at a distorted geometry from OMol25. Energies are from ωB97M-V with the def2-TZVPD basis set.

Last column: Löwdin charge in e.
Atoms and positions in Å:
O -2.1436 2.1356 2.7481  0.0725
N -2.3242 0.9129 2.9192  -0.3116
O -3.3491 0.4474 3.4738  0.0540
C -1.3333 -0.0275 2.4854  -0.1287
C -1.6415 -1.3892 2.5972  0.0107
C -0.7603 -2.3118 2.0540  -0.0497
C 0.4678 -1.8994 1.5086  -0.0098
C 0.8278 -0.5404 1.5131  -0.1891
C 2.2453 -0.1461 1.1352  -0.1194
N 2.8731 0.2766 2.5510  -0.3002
O 3.7107 -0.5013 3.0319  0.0802
O 2.4594 1.3190 3.0871  0.0440
C -0.0990 0.3997 1.9426  0.0603
H -2.5822 -1.6776 3.0641  0.1258
H -1.0139 -3.3715 2.1000  0.1157
H 1.1818 -2.6318 1.1183  0.1280
H 2.8250 -1.0539 0.8802  0.1609
H 0.1206 1.4667 1.9356  0.1302
C 0.0111 -0.9843 -6.3660  -0.0113
N -0.1194 -0.9281 -4.9309  -0.0257
C -1.2224 -1.4399 -4.3031  -0.3561
O -2.2317 -1.8771 -4.8489  0.0834
C -0.9912 -1.2854 -2.7987  -0.1712
C -0.9952 -2.6034 -2.0401  -0.0429
C -2.3731 -3.1767 -2.0500  -0.0834
C -2.7100 -4.2852 -2.8266  -0.1368
F -1.7386 -4.9161 -3.5369  0.0955
C -4.0257 -4.7227 -2.9507  -0.1110
F -4.3321 -5.7670 -3.7490  0.1142
C -5.0357 -4.0569 -2.2500  -0.1097
F -6.3152 -4.4559 -2.3699  0.1199
C -4.7229 -2.9599 -1.4405  -0.1137
F -5.6958 -2.3111 -0.7667  0.1139
C -3.4015 -2.5419 -1.3532  -0.1287
F -3.1086 -1.4297 -0.6153  0.0837
N 0.2772 -0.5847 -2.7518  -0.0136
C 0.7198 -0.0815 -1.5657  -0.0695
C 2.0095 0.1754 -1.2572  -0.0545
C 2.4190 0.8520 0.0330  -0.2193
C 3.8430 1.4645 -0.0231  -0.1497
C 4.3192 2.2591 1.0366  -0.0356
C 5.6505 2.6936 1.0564  -0.0654
C 6.4872 2.4694 -0.0398  -0.0866
C 5.9741 1.8044 -1.1538  -0.0772
C 4.6659 1.2990 -1.1401  -0.0386
C 0.9857 -0.5854 -4.0399  -0.4679
C 2.0655 -1.6755 -4.1012  0.0080
C 1.6044 0.7769 -4.3799  0.0060
H -0.9289 -1.3417 -6.7879  0.0957
H 0.2323 0.0092 -6.7673  0.0922
H 0.8235 -1.6568 -6.6622  0.0928
H -1.7883 -0.6541 -2.3822  0.1627
H -0.2994 -3.3051 -2.5168  0.1305
H -0.6662 -2.4269 -1.0064  0.1145
H -0.0594 0.0791 -0.8157  0.1371
H 2.7830 -0.2599 -1.8935  0.0755
H 1.7217 1.6978 0.2314  0.1603
H 3.6676 2.5457 1.8575  0.0989
H 6.0205 3.2036 1.9472  0.1085
H 7.5082 2.8432 -0.0448  0.1020
H 6.5720 1.6537 -2.0466  0.1006
H 4.3189 0.7623 -2.0207  0.0873
H 1.6224 -2.6645 -3.9235  0.0932
H 2.5345 -1.6591 -5.0933  0.0851
H 2.8456 -1.5072 -3.3548  0.0730
H 0.8159 1.5370 -4.4472  0.1032
H 2.3224 1.0754 -3.6094  0.0683
H 2.1280 0.7083 -5.3416  0.0885

Computed properties:
LUMO (hartree): -0.04154
Orbital gap (eV): 7.43
Total charge: 0
Spin multiplicity: 1
SMILES: CN1C(=O)[C@@H](Cc2c(F)c(F)c(F)c(F)c2F)N(/C=C/[C@H](c2ccccc2)[C@H](c2cccc([N+](=O)[O-])c2)[N+](=O)[O-])C1(C)C

---

2.
Here is a cluster of 5 separate species, C4H18NO6 in total at a distorted geometry from OMol25. Energies are from ωB97M-V with the def2-TZVPD basis set.

Last column: Löwdin charge in e.
Atoms and positions in Å:
C -1.8811 1.0267 0.5235  -0.3009
C -1.3902 1.1910 -0.8093  -0.2198
C -0.1494 2.1039 -0.8133  -0.1799
O 0.9602 1.4584 -0.0787  -0.1916
N -1.3605 -0.1659 1.1258  -0.0919
C -1.6530 -1.5147 0.5525  -0.3800
O -0.9616 -1.9240 -0.5074  -0.1449
H -1.5994 1.9794 1.1709  0.1554
H -2.9634 0.8464 0.5415  0.0992
H -1.1861 0.3260 -1.4329  0.0994
H -2.1495 1.6289 -1.4647  0.1091
H 0.2784 2.3947 -1.7558  0.0958
H -0.2803 3.0165 -0.1408  0.1269
H 1.2324 0.4891 -0.4303  0.1020
H -0.3379 0.0799 1.5350  0.1393
H -1.6529 -2.2379 1.4127  0.1078
H -2.7209 -1.2866 0.1592  0.1335
H 0.1502 -1.7684 -0.4915  0.1270
H 2.2200 -1.5689 -0.6598  -0.1597
O 1.5981 -1.0797 -0.7761  -0.2264
H 1.7481 1.7747 1.1536  -0.0788
H 1.3795 1.5175 2.6126  -0.0836
O 1.9538 1.8292 2.0560  -0.0031
H 1.4061 -1.1702 0.7786  0.0279
H 0.6620 -1.7722 1.9502  0.0255
O 1.4421 -1.1506 1.8671  -0.1758
H -0.3918 -1.5721 -2.5803  -0.0026
H 1.1836 -1.0000 -2.5435  0.0453
O 0.3808 -1.3028 -3.1129  -0.1550

Computed properties:
LUMO (hartree): 0.13253
Orbital gap (eV): 8.60
Total charge: -1
Energy above the lowest of the compared OMol25 structures with the same formula, charge and spin (kJ/mol): 350.87
Spin multiplicity: 1

---

3.
Here is a cluster of 2 separate species, CH4FNOP2 in total at a distorted geometry from OMol25. Energies are from ωB97M-V with the def2-TZVPD basis set.

Last column: Löwdin charge in e.
Atoms and positions in Å:
C -1.4784 -0.4607 -0.2255  -0.2089
N 1.6602 1.1903 -0.4810  -0.4252
O -1.5679 0.8064 0.3808  -0.6143
F 1.6615 -0.4423 1.5850  -0.4277
P -0.7426 2.1148 0.0630  0.9719
P 1.7248 -0.3149 -0.1033  0.5567
H -2.4752 -0.9070 -0.2254  0.0926
H -0.8016 -1.0913 0.3684  0.0506
H -1.0995 -0.4014 -1.2488  0.0702
H 3.1187 -0.4937 -0.1132  -0.0659

Computed properties:
LUMO (alpha / beta) (hartree): -0.05504 / -0.06207
Orbital gap (alpha / beta) (eV): 6.82 / 7.25
Total charge: 0
Energy above the lowest of the compared OMol25 structures with the same formula, charge and spin (kJ/mol): 237.05
Spin multiplicity: 1

---

4.
Here is a cluster of 2 separate species, C5H10O in total from OMol25. Energies are from ωB97M-V with the def2-TZVPD basis set.

Last column: Löwdin charge in e.
Atoms and positions in Å:
C 2.2154 0.0749 -0.6602  -0.0782
C 1.2188 0.2132 0.4656  -0.3523
C -0.1375 0.7855 0.1612  -0.1654
C -3.1028 -0.7376 0.5418  -0.0132
O -2.8550 -0.6470 -0.7410  -0.0813
C 0.0171 -0.6787 0.4907  -0.1527
H 2.7530 1.0141 -0.8299  0.0761
H 1.7021 -0.1915 -1.5928  0.0801
H 2.9502 -0.7090 -0.4487  0.0765
H 1.6383 0.4804 1.4340  0.1329
H -0.3192 1.0747 -0.8744  0.0992
H -0.6044 1.4392 0.8937  0.0976
H -2.6608 0.1852 1.0085  -0.0106
H -2.3336 0.1350 -1.0147  0.0820
H -0.3642 -1.0321 1.4460  0.1026
H -0.0917 -1.4007 -0.3155  0.1065

Computed properties:
LUMO (hartree): 0.02760
Orbital gap (eV): 9.45
Total charge: 0
Energy above the lowest of the compared OMol25 structures with the same formula, charge and spin (kJ/mol): 409.37
Spin multiplicity: 1

---

5.
Here is a cluster of 11 separate species, C4H31N2O11 in total at a distorted geometry from OMol25. Energies are from ωB97M-V with the def2-TZVPD basis set.

Last column: Löwdin charge in e.
Atoms and positions in Å:
C 1.7349 1.7030 0.6680  -0.2157
N 0.5522 0.9624 1.1032  -0.0402
C 0.1883 -0.1607 0.2118  -0.3344
O 1.1616 -1.1553 0.1820  -0.3475
C 1.6251 2.4338 -0.6808  -0.2218
N 0.4646 3.3273 -0.8243  -0.1101
C -0.6097 2.8581 -1.6948  -0.1400
H 1.7670 2.5542 1.3665  0.1093
H 2.7482 1.2904 0.6851  0.1115
H 0.8287 0.5504 1.9908  0.1095
H -0.7247 -0.5703 0.6597  0.1135
H 0.0461 0.1704 -0.8171  0.0896
H 2.5624 2.9941 -0.7945  0.1028
H 1.5511 1.7899 -1.5662  0.1072
H 0.0367 3.5776 0.0543  0.0628
H -0.6002 1.8053 -1.9856  0.0525
H -1.5434 3.1862 -1.2449  0.0724
H -0.5082 3.2413 -2.7368  0.0744
H 0.6421 -1.7012 1.8395  0.0003
H 0.4349 -3.1691 2.2067  0.0526
O 0.2259 -2.2883 2.5147  -0.0710
H 2.9767 -1.7442 2.5673  0.0091
H 2.4955 -1.7396 1.1157  -0.0039
O 3.3118 -1.6491 1.6783  -0.0938
H -0.4669 -3.1448 -1.5558  0.0578
H 0.5659 -2.0767 -1.3535  0.0337
O -0.2401 -2.2748 -1.8911  -0.0603
H -3.1260 -0.9460 -1.8039  0.0298
H -1.4301 -0.9571 -2.1197  -0.0014
O -2.3149 -0.5444 -2.1103  -0.0832
H 3.7295 -1.3654 -0.9197  0.0223
H 2.2819 -1.0974 -0.7506  -0.0051
O 3.0039 -1.1477 -1.5245  -0.1457
H -1.5546 -2.8683 2.8305  0.0008
H -2.1403 -2.0953 3.9740  0.0290
O -2.3355 -2.8480 3.4167  -0.0752
H -3.5674 -0.7013 0.6503  -0.0215
H -3.3894 -1.8793 1.6293  -0.0157
O -3.8737 -1.6176 0.8405  -0.0960
H 1.7106 -1.4295 -3.6894  0.0059
H 3.0752 -1.0406 -3.5347  -0.0040
O 2.5602 -1.6270 -4.1017  -0.0960
H -2.8741 1.7140 0.7106  0.0066
H -2.9494 0.9992 -0.6123  0.0193
O -3.3923 1.0066 0.2498  -0.0868
H -1.9372 2.7064 2.4295  0.0564
H -0.9676 2.2128 1.2417  0.0095
O -1.7354 2.7559 1.4959  -0.0691

Computed properties:
LUMO (hartree): 0.09626
Orbital gap (eV): 8.66
Total charge: -1
Energy above the lowest of the compared OMol25 structures with the same formula, charge and spin (kJ/mol): 55.60
Spin multiplicity: 1

---

6.
Here is a cluster of 2 separate species, C10H20NOP in total at a distorted geometry from OMol25. Energies are from ωB97M-V with the def2-TZVPD basis set.

Last column: Löwdin charge in e.
Atoms and positions in Å:
C 2.5458 -1.4980 0.6904  -0.2959
C -3.3285 -2.4905 0.2289  -0.1600
C 2.1979 -0.2158 0.7462  -0.1963
C -3.5143 -2.3992 -0.9800  0.0808
C 3.8327 -2.1203 0.3632  -0.1391
C -2.7294 -2.2752 1.5607  -0.1076
C 0.6670 3.6153 0.0982  -0.0351
C -1.2548 0.3579 -2.1710  -0.0473
C -0.5637 2.7170 0.2674  -0.2051
C -0.0375 0.9492 -1.4281  -0.2661
N -0.1259 1.3526 0.0025  -0.2846
O -0.0711 0.5009 2.3375  -0.3626
P 0.4006 0.1374 1.0045  0.6026
H 1.6502 -2.2412 0.7689  0.1145
H -0.2145 -1.1520 0.4987  0.0642
H 2.7221 0.7945 0.6452  0.1050
H -3.7718 -2.1838 -1.9696  0.0068
H 4.1924 -2.7753 1.3182  0.1257
H 4.5723 -1.2614 0.1381  0.0940
H 3.8541 -2.8196 -0.5410  0.0898
H -2.0141 -2.9408 1.9011  0.0527
H -3.5992 -2.2925 2.2319  0.0872
H -2.2269 -1.3831 1.6599  0.0184
H 1.3869 3.2729 0.6953  0.0360
H 0.9656 3.6024 -0.9165  0.0574
H 0.3266 4.5895 0.1298  0.0557
H -2.0500 1.0334 -1.9985  0.0573
H -1.1372 0.1652 -3.1874  0.0573
H -1.5261 -0.5082 -1.6158  0.0336
H -0.9477 2.5629 1.2301  0.0897
H -1.4042 2.8482 -0.3351  0.0985
H 0.7058 0.2300 -1.5664  0.0673
H 0.4967 1.8278 -1.8071  0.1053

Computed properties:
LUMO (hartree): 0.03132
Orbital gap (eV): 9.77
Total charge: 0
Energy above the lowest of the compared OMol25 structures with the same formula, charge and spin (kJ/mol): 244.15
Spin multiplicity: 1
SMILES: C/C=C/[P@@H](=O)N(CC)CC.C#CC